9 unconnected molecules or ions with the total composition C29H44O25 at a distorted geometry. Source: OMol25; level of theory: ωB97M-V with the def2-TZVPD basis set.

Structure (ORCA input):
```
! wB97M-V def2-TZVPD RIJCOSX def2/J DEFGRID3
* xyz 0 1
O -1.24153 0.24378 0.77221
O -4.38611 -0.14758 4.01194
O -3.14106 -0.81287 0.01462
O -0.51717 3.37224 -2.07198
O -3.09497 4.63147 1.73926
O 0.97833 -3.41452 1.83783
O 5.75612 -1.87283 -1.18252
O -2.39808 4.67177 -2.15445
O -4.01091 2.02602 4.60446
O -4.35230 5.91918 3.18053
O 2.78585 -1.13998 -6.72628
O -0.41211 -4.70319 2.87196
O -2.29408 4.90549 3.77347
O -1.11666 -1.06206 -1.00440
O -4.13000 -2.60029 -5.44255
O 2.01851 -2.66563 -5.43418
O 1.79206 1.37992 6.78816
O -2.56749 2.42386 -1.88499
O -0.80949 -2.48457 2.89239
O -5.98435 -1.85803 -4.30939
O -5.24394 1.33953 2.72686
O 3.62681 -1.10205 -0.81194
O 3.74596 -3.25166 -6.77983
O 1.74209 2.81609 4.99058
O -3.94556 -2.04533 -3.35075
C -5.70597 0.09350 2.33506
C -4.71931 -0.84427 2.90960
C -0.10035 -3.41383 2.56848
C -4.41314 1.14237 3.84050
C -1.93437 3.93865 1.75939
C 4.62987 -1.78892 -0.51683
C 2.95723 0.99567 3.95176
C -2.69034 -2.58421 -3.66174
C 2.94211 -2.43832 -6.32597
C -0.12010 2.78419 6.41246
C -1.88446 3.38481 -2.09195
C -1.29037 5.51697 -2.27199
C -1.54125 3.86112 3.19397
C -0.03212 4.68154 -1.90729
C 5.26842 -2.38843 -3.64009
C 5.95436 -1.51419 -2.51057
C 1.60555 -0.61594 -6.26608
C -2.85020 -3.01787 -5.16464
C -0.01249 0.46662 0.26149
C 0.40079 -5.56172 2.16775
C 2.96026 2.46509 4.42244
C 1.14914 -1.62212 -5.26784
C 4.75314 -2.44003 0.88487
C -1.98103 -0.62912 -0.06059
C 0.22479 -0.68457 -0.66934
C -3.27449 5.30962 2.87329
C -4.76644 -2.14319 -4.38986
C 1.20632 -4.63055 1.17755
C 1.20564 2.22511 6.05340
H 5.71759 -3.37780 -3.55355
H 5.74956 -2.08962 1.15405
H -0.39312 3.66831 5.83638
H -2.74855 -4.07687 -5.40190
H -0.03635 3.06515 7.46230
H -0.95312 2.08198 6.37966
H -5.52924 0.08442 1.25952
H 1.07467 -6.03581 2.88135
H 5.38775 -2.03521 -4.66434
H 1.74718 0.35238 -5.78608
H 2.85371 0.38218 4.84676
H 3.84653 0.76964 3.36340
H -1.97101 -1.77168 -3.76403
H 5.83852 -0.44412 -2.68271
H -1.42219 5.92306 -3.27489
H -6.73354 -0.22443 2.51146
H 3.14886 3.12366 3.57462
H 4.70839 -3.52255 0.76549
H -3.84208 -0.89673 2.26476
H -2.22536 -3.34723 -3.03749
H -2.17483 -2.41943 -5.77606
H 0.74058 -1.52153 -0.19864
H 0.91865 -0.38803 -7.08113
H 0.80789 -4.77720 0.17363
H 4.21735 -2.44732 -3.35745
H 3.97310 -2.07308 1.55194
H 2.28510 -4.78597 1.19103
H 7.01861 -1.70083 -2.65426
H -5.01438 -1.86570 3.14981
H 0.17346 4.86067 -0.85195
H -0.03962 1.26451 -0.48063
H -2.14724 2.98241 3.41475
H 1.22333 -1.07955 -4.32539
H -1.18533 4.52945 1.23214
H -0.16461 -6.30495 1.60557
H 0.81104 -0.39894 -1.54274
H 0.78273 0.56958 0.99981
H -1.48192 6.12602 -1.38856
H 2.15190 0.68980 3.28394
H 3.84474 2.55278 5.05340
H -0.48963 3.77922 3.46875
H 0.79278 4.77110 -2.61412
H -2.18006 2.93228 1.42035
H 0.17676 -2.04072 -5.52739
*
```

Output
SMILES: CCOC(C)=O.CCOC(C)=O.O=C1OCCO1.O=C1OCCO1.O=C1OCCO1.O=C1OCCO1.O=C1OCCO1.O=C1OCCO1.O=C1OCCO1
HOMO-LUMO gap, eV: 9.948
HOMO, eV: -10.2
Lowest unoccupied orbital energy, eV: -0.260


C16H21NO3 in the gas phase. Source: OMol25; level of theory: ωB97M-V with the def2-TZVPD basis set.

Structure (ORCA input):
```
! wB97M-V def2-TZVPD RIJCOSX def2/J DEFGRID3
* xyz 0 1
O -1.38947 2.62173 -1.52049
O -3.01558 1.46520 -2.50123
O -0.13119 -1.60236 -2.96569
N 0.02452 -0.15659 -1.24022
C 2.51579 0.09255 -1.23381
C 2.98405 2.17019 0.16795
C -0.44873 -0.40582 1.19175
C -0.14406 -1.84429 3.56194
C -2.23093 1.58029 -1.60236
C -0.61480 0.41389 -0.07515
C -0.86165 -0.66028 3.55300
C -1.00766 0.05499 2.37840
C -1.81083 -1.74621 -1.25995
C 2.81402 0.65497 0.15720
C 0.43578 -2.29880 2.39098
C 0.28658 -1.58399 1.21492
C -0.57720 -1.16507 -1.92344
C -2.10381 0.63252 -0.41854
C 1.16927 0.50505 -1.83578
C -2.79374 -0.69882 -0.72000
H -3.57510 -0.51384 -1.45883
H 3.74188 0.19929 0.51139
H -1.46566 -2.38187 -0.44171
H 3.29838 0.42559 -1.91912
H -1.52042 3.21097 -2.28070
H 1.16493 0.21856 -2.89150
H -1.55382 0.98737 2.39059
H 3.27376 2.50757 1.16048
H -2.29827 -2.38890 -1.99310
H 1.03292 1.58680 -1.76417
H -0.03068 -2.40385 4.47818
H -3.26658 -1.08281 0.18459
H 2.06077 2.67771 -0.10128
H -2.60259 1.13683 0.41502
H 1.00946 -3.21371 2.38942
H 2.02732 0.36871 0.85613
H -0.15807 1.39406 0.10436
H 0.75630 -1.94229 0.31138
H -1.30589 -0.28917 4.46472
H 2.55388 -0.99779 -1.19960
H 3.75711 2.47166 -0.53572
*
```

Output
SMILES: CCCCN1C(=O)CC[C@H](C(=O)O)[C@H]1c1ccccc1
HOMO-LUMO gap, eV: 9.817
ΔE to the lowest compared entry with this formula, charge and spin, kcal/mol: 0.76
HOMO, eV: -9.3
Lowest unoccupied orbital energy, eV: 0.533


C24H24FNO4S2 in the gas phase at a distorted geometry. Source: OMol25; level of theory: ωB97M-V with the def2-TZVPD basis set.

Structure (ORCA input):
```
! wB97M-V def2-TZVPD RIJCOSX def2/J DEFGRID3
* xyz 0 1
S -1.57219 -0.67992 -2.01105
S -0.93167 -0.86767 1.18212
F -0.24796 1.08312 -0.62689
O -0.03686 0.09315 1.87113
O -0.55749 -2.29921 1.27095
O -2.79198 -0.85996 -1.24463
O -1.12614 -1.66655 -2.97443
N 2.03590 -2.11201 2.39081
C -2.98928 0.47420 4.34588
C -2.30408 -0.81182 2.43994
C -2.61615 -2.00442 3.08472
C 2.00980 -1.07636 0.22010
C -3.03722 -1.94895 4.41296
C -0.67013 2.62260 -4.19594
C 1.55636 -3.19400 3.22494
C -1.72936 0.88138 -2.91525
C -2.69747 3.08446 -2.97730
C -2.74966 1.75769 -2.54414
C 3.03767 2.22007 -3.47229
C -0.20268 -0.28931 -0.76714
C -3.24532 -0.71826 5.03973
C 2.65361 2.53558 -2.16746
C -2.51520 0.43615 3.03110
C 2.93633 0.91560 -3.95461
C 1.18507 -0.79320 -1.01608
C 2.52910 -0.92524 3.06537
C 1.93617 0.25118 -1.86827
C 2.33993 -0.06499 -3.16188
C 2.18547 1.51283 -1.32562
C -0.76600 1.27732 -3.84696
C 1.80061 -2.13702 1.07514
C -1.62833 3.53497 -3.75198
H 3.44621 3.00787 -4.10597
H 2.56268 -1.16836 4.13282
H 1.07126 -1.73142 -1.59025
H -0.08407 0.53787 -4.27335
H -3.54494 1.39830 -1.88881
H 0.45369 -3.18307 3.28061
H -3.58325 -0.67282 6.08214
H -2.45630 -2.94504 2.57130
H -3.49719 3.75854 -2.67778
H -1.55812 4.58459 -4.02388
H 1.87130 -4.16074 2.80495
H 2.70841 3.55053 -1.78444
H 1.86616 -0.05949 2.91998
H 1.97144 -3.05821 4.22704
H 1.96634 1.69727 -0.27329
H -3.10119 1.44645 4.84067
H 3.29196 0.64276 -4.95199
H 1.48277 -3.10906 0.66337
H 2.16723 -1.08066 -3.52395
H 2.90205 -0.44735 0.36788
H -2.26029 1.34546 2.49551
H 3.53799 -0.66866 2.72493
H 0.15813 2.96130 -4.81431
H -3.16314 -2.87748 4.96389
*
```

Output
SMILES: CN(C)/C=C/[C@H](c1ccccc1)C(F)(S(=O)(=O)c1ccccc1)S(=O)(=O)c1ccccc1
HOMO-LUMO gap, eV: 5.542
HOMO, eV: -6.7
Lowest unoccupied orbital energy, eV: -1.175


A molecular structure, C12H27AsF6KN7O16S at a distorted geometry. Source: OMol25; level of theory: ωB97M-V with the def2-TZVPD basis set.

Structure (ORCA input):
```
! wB97M-V def2-TZVPD RIJCOSX def2/J DEFGRID3
* xyz 0 1
As 0.88104 0.36136 -0.49420
K 2.80150 2.52242 -4.29844
S -1.28896 -1.45304 5.98054
F 1.72678 0.93083 -2.01162
F -0.35795 1.64350 -0.65392
F 0.05757 -0.85297 -1.55158
F 0.09597 -0.24851 0.91159
F 1.85278 1.60942 0.48033
F 2.26931 -0.76831 -0.23435
O -2.34721 -2.03945 6.79986
O 0.51565 -3.78630 -5.75376
O 3.44116 -5.71293 -0.42038
O 2.83550 -1.83700 -4.78001
O -3.10431 2.54826 -4.48174
O -2.45258 7.14634 0.00925
O 4.39413 -3.80166 -0.78349
O -0.51564 6.11875 0.30610
O 0.01602 -2.13590 5.82701
O 3.61908 -0.89091 -2.93045
O -1.19521 2.25229 -3.56533
O -1.83128 -1.07811 4.45966
O -1.14501 0.16889 6.25012
O 1.43307 -4.73854 -4.01764
O -3.00643 -2.99129 2.36160
O -2.28885 -4.20880 0.66436
N -2.36945 1.92781 -3.71330
N -1.67201 6.24170 -0.16194
N 3.58501 -1.76510 -3.80836
N 1.38710 3.67250 4.35968
N -2.72433 -3.18263 1.15709
N 0.66122 -3.96014 -4.52972
N 3.35143 -4.49908 -0.63045
C -3.05810 -2.09553 0.13365
C 4.65621 -2.83744 -3.69532
C 2.01922 -3.78241 -0.61417
C -2.78841 0.73073 -3.03911
C 0.33561 4.57624 4.27210
C -0.49167 4.21829 3.17418
C 1.22969 2.75181 3.39785
C -1.04082 -0.04343 3.91224
C -0.18174 -3.08350 -3.62157
C -0.72589 0.91989 5.10558
C -2.15659 5.07773 -0.95626
C 0.15123 3.16731 2.55679
H -1.13910 -3.15363 -4.13795
H -2.27399 0.60536 -2.08635
H -1.91488 5.23498 -2.00742
H 4.20021 -3.81969 -3.57146
H -3.87053 0.76449 -2.91274
H 5.24558 -2.71784 -2.78623
H -4.00104 -2.30552 -0.37120
H -2.56943 -0.05815 -3.75870
H 1.92380 -3.16123 -1.50475
H -1.63578 4.18444 -0.61146
H -1.68979 0.44256 3.18372
H 0.34722 1.09725 5.17687
H 0.05593 -2.01996 -3.64354
H 1.17207 -4.46773 -0.64204
H -3.19686 -1.16221 0.67933
H -2.25771 -1.92534 -0.58644
H -0.13004 -0.34800 3.39666
H 1.90622 1.92228 3.25431
H -1.38537 4.66364 2.76264
H 0.36655 5.49106 4.84529
H 2.16271 3.65599 5.00641
H 1.86751 -3.07284 0.19922
H 5.27582 -2.69237 -4.58027
H -0.31404 2.57117 1.78573
H -1.30529 1.83984 5.02762
H -0.16869 -3.41878 -2.58450
H -3.24518 5.05688 -0.90487
*
```

Output
HOMO-LUMO gap, eV: 6.040
HOMO, eV: -7.8
Lowest unoccupied orbital energy, eV: -1.779